17
Properties=species:S:1:pos:R:3 method="wB97M-V/def2-TZVPD" homo_lumo_gap_ev="6.1 / 6.1" molar_mass_da=219.31 energy_ha=-1631.18825 de_lowest_kcal_mol=78.4 multiplicity=1 homo_ev="-8.35 / -8.35" max_force_ev_per_a=4.909
S 3.255 0.694 2.964
C 2.083 0.956 2.003
N 1.058 1.309 1.459
C 0.558 1.268 0.222
C -0.280 2.146 -0.393
C -0.627 1.749 -1.641
C -0.020 0.609 -2.022
S 0.823 -0.126 -0.753
H -0.475 3.069 0.098
H -1.117 2.346 -2.515
H -0.361 0.160 -2.878
C 1.283 -2.397 1.560
S 0.965 -2.984 0.062
O 0.012 -4.026 -0.286
O 2.488 -3.701 -0.369
H 0.251 -2.051 1.875
H 2.500 -4.435 -0.953